1.
A 2-piece molecular cluster, C2H6NO2 overall. Source: the OMol25 dataset; level of theory: wB97M-V/def2-TZVPD.

Properties
Kohn-Sham gap = 9.62 eV
multiplicity = 1
HOMO energy = -14.89 eV
charge = +1
largest force on an atom = 0.9 eV/A
ΔE to the lowest compared entry with this formula, charge and spin = 88.0 kJ/mol

Last column: Mulliken charge in e.
CARTESIAN COORDINATES (ANGSTROEM)
C: 0.82850 -0.86244 1.65374  -0.041
N: 0.24955 -1.66431 0.86486  -0.084
H: 1.82739 -1.03693 2.03204  0.286
H: 0.22393 -0.07217 2.06305  0.270
H: -0.74110 -1.57454 0.65619  0.309
H: 0.73616 -2.41119 0.37591  0.269
O: -0.80650 0.12925 -0.86689  -0.492
C: -0.69414 1.11666 -1.54720  0.224
O: -0.47202 2.29455 -0.97282  -0.406
H: -0.71234 1.07056 -2.63904  0.299
H: -0.43942 3.01055 -1.61986  0.368



2.
C25H69AlF4N8O15S4 as an isolated structure at a distorted geometry. Source: the OMol25 dataset; level of theory: wB97M-V/def2-TZVPD.

Properties
Kohn-Sham gap = 1.97 eV
multiplicity = 1
HOMO energy = -8.47 eV
largest force on an atom = 7.7 eV/A
ΔE to the lowest compared entry with this formula, charge and spin = 232.1 kJ/mol

Last column: Mulliken charge in e.
CARTESIAN COORDINATES (ANGSTROEM)
Al: -3.86977 -1.22472 -1.69855  0.996
N: -1.39391 -0.26420 -0.49547  0.236
S: -0.68061 1.04038 -0.18048  0.561
O: -0.15369 1.70900 -1.33890  -0.721
O: -0.01361 1.20808 1.09203  -0.545
F: -2.06747 1.87274 0.11597  -0.229
S: -0.10151 -1.25338 -0.08444  1.113
O: -0.08209 -1.64768 1.29410  -1.090
O: 1.14963 -1.17289 -0.77536  -0.650
F: -0.69448 -2.51326 -0.81227  -0.247
N: -3.35594 -3.91081 -2.26837  -0.076
S: -3.53064 -4.83728 -3.68846  0.958
O: -4.69524 -5.64180 -3.75040  -0.533
O: -2.31804 -5.13652 -4.38781  -0.511
F: -3.99356 -3.54035 -4.53940  -0.279
S: -2.80118 -5.14094 -1.49150  0.938
O: -1.41151 -5.48047 -1.75926  -0.614
O: -3.72316 -6.20119 -1.18676  -0.597
F: -2.61501 -4.44256 -0.06140  -0.292
C: -0.94178 -1.91536 -4.03789  0.105
O: -1.70311 -0.81383 -4.03427  -0.162
H: -1.43822 -2.85181 -3.67859  0.045
H: -0.61708 -2.09422 -5.07070  0.334
H: -0.08678 -1.88870 -3.34214  0.012
C: -2.90154 4.92303 -0.40544  -0.758
C: -2.31926 5.76159 0.74023  0.478
C: -1.91928 4.92426 1.96365  -0.393
O: -3.11058 4.42486 2.52508  -0.402
C: -2.83003 3.27433 3.33060  -0.433
N: -1.11373 6.43951 0.24290  -0.614
H: -3.24931 5.60665 -1.18009  0.428
H: -3.65118 4.18633 -0.11445  0.199
H: -2.17901 4.23479 -0.85133  -0.216
H: -3.03630 6.54727 0.99499  0.240
H: -1.26882 5.43785 2.68187  0.394
H: -1.27068 4.11803 1.59691  0.015
H: -2.01426 3.57370 3.99382  0.407
H: -2.56123 2.39031 2.75190  -0.012
H: -3.70853 3.07582 3.94288  0.237
H: -1.28358 6.95676 -0.61280  0.211
H: -0.77614 7.16245 0.86914  0.228
C: -3.19223 -1.83620 3.62003  -0.759
C: -4.05633 -1.56641 2.38110  0.099
C: -4.22064 -0.08528 2.08342  -0.232
O: -4.91269 -0.02170 0.88529  -0.128
C: -5.65420 1.15466 0.61354  -0.798
N: -3.28385 -2.13317 1.23832  0.199
H: -3.74786 -1.34610 4.43158  0.484
H: -2.21891 -1.34425 3.55654  0.201
H: -2.99066 -2.84637 3.96665  -0.124
H: -5.02827 -2.05809 2.44039  0.446
H: -3.20155 0.27647 1.88299  -0.261
H: -4.64720 0.43927 2.94299  0.549
H: -5.14239 2.08607 0.85779  0.237
H: -6.57587 1.08180 1.20397  0.326
H: -6.06758 1.17899 -0.39527  0.285
H: -2.38661 -1.66644 1.36201  -0.533
H: -3.07394 -3.11202 1.41413  0.269
C: -1.50082 -5.46689 4.52608  -1.579
C: -0.45210 -4.63804 3.78997  0.364
C: 0.98590 -5.18392 3.83806  -0.300
O: 1.48463 -5.36301 5.13659  -0.349
C: 2.87212 -5.59033 5.10884  -0.731
N: -0.95203 -4.16805 2.48387  0.047
H: -1.10624 -5.94677 5.42397  0.367
H: -1.69755 -6.36078 3.92072  0.355
H: -2.45008 -4.97029 4.70479  0.305
H: -0.34365 -3.68871 4.33078  0.280
H: 1.56560 -4.50541 3.20166  0.076
H: 0.99217 -6.18884 3.38620  0.371
H: 3.14151 -5.82299 6.14264  0.289
H: 3.50080 -4.74564 4.81905  0.258
H: 3.15936 -6.50150 4.57387  0.319
H: -0.65384 -4.81709 1.75523  0.231
H: -0.44091 -3.32287 2.23168  0.036
C: -0.20788 4.80031 -2.92798  -1.221
C: -1.05097 4.13033 -3.99328  0.644
C: -1.15191 4.95569 -5.27327  -0.917
O: -1.68850 4.20736 -6.34969  -0.264
C: -1.82146 4.94305 -7.53342  -0.778
N: -0.48259 2.79882 -4.23004  -0.392
H: 0.80183 4.99171 -3.29616  0.460
H: -0.29241 4.23916 -2.00128  0.207
H: -0.54363 5.81429 -2.68140  0.207
H: -2.05519 3.88690 -3.63156  0.131
H: -0.13337 5.25517 -5.55341  0.395
H: -1.75263 5.85129 -5.09719  0.424
H: -2.39911 5.86690 -7.42413  0.303
H: -2.23149 4.31530 -8.32059  0.244
H: -0.83223 5.27192 -7.88127  0.319
H: 0.39530 2.93372 -4.73174  0.331
H: -0.20216 2.38702 -3.34375  0.300
C: 4.32995 0.79281 1.66855  -1.321
C: 4.19744 2.25287 1.26746  0.522
C: 4.08136 2.49679 -0.23279  -0.075
O: 3.95982 3.87989 -0.49118  -0.269
C: 5.14080 4.63039 -0.53929  -0.777
N: 3.00169 2.76249 1.94477  -0.725
H: 3.52520 0.07523 1.50500  0.009
H: 4.37339 0.68556 2.75811  0.417
H: 5.25631 0.36926 1.27604  0.339
H: 5.00588 2.83103 1.72211  0.232
H: 3.16079 2.01460 -0.57069  -0.203
H: 4.88604 2.07578 -0.84863  0.406
H: 5.86123 4.20165 -1.24785  0.324
H: 5.66541 4.68719 0.41939  0.290
H: 5.01644 5.65186 -0.89546  0.261
H: 2.14153 2.28478 1.69367  0.220
H: 2.89161 3.71369 1.60055  0.327
C: 3.54710 -3.11332 1.08519  -1.523
C: 4.66397 -2.71843 0.11762  0.351
C: 4.95419 -3.80517 -0.94776  -0.780
O: 5.85064 -3.28560 -1.90797  -0.375
C: 7.15938 -2.98823 -1.47236  -0.643
N: 4.18699 -1.50657 -0.52389  0.100
H: 3.06816 -2.29143 1.61286  0.313
H: 4.01389 -3.71706 1.87123  0.444
H: 2.78981 -3.74539 0.61646  0.272
H: 5.58041 -2.58421 0.69629  0.320
H: 3.99882 -4.08955 -1.38265  0.360
H: 5.40761 -4.63714 -0.39596  0.355
H: 7.75561 -2.80543 -2.36592  0.234
H: 7.66298 -3.84772 -1.01734  0.306
H: 7.15064 -2.11638 -0.81665  0.263
H: 3.21861 -1.41093 -0.78492  -0.022
H: 4.77278 -1.20814 -1.29289  0.295



3.
A 4-piece molecular cluster, C3H14NO3S overall at a distorted geometry. Source: the OMol25 dataset; level of theory: wB97M-V/def2-TZVPD.

Properties
Kohn-Sham gap = 6.28 eV
multiplicity = 1
HOMO energy = -2.86 eV
charge = -1
largest force on an atom = 2.2 eV/A
ΔE to the lowest compared entry with this formula, charge and spin = 132.9 kJ/mol

Last column: Mulliken charge in e.
CARTESIAN COORDINATES (ANGSTROEM)
C: 0.29521 -2.11289 1.84156  -0.956
N: 0.21863 -1.09989 0.78631  -0.245
C: -1.09751 -0.50763 0.56510  -0.495
C: -0.90026 0.97832 0.31992  -0.405
S: -0.60659 1.85045 1.91410  -0.552
H: 1.19833 -1.94123 2.42177  0.322
H: 0.29343 -3.12369 1.43303  0.289
H: -0.50814 -2.05417 2.56503  0.268
H: 0.74039 -0.31003 1.14354  0.241
H: -1.51351 -0.85894 -0.39870  0.144
H: -1.88935 -0.61149 1.30863  0.345
H: -1.82565 1.36083 -0.12055  0.265
H: -0.11734 1.22750 -0.38484  -0.170
H: 1.48506 3.51188 0.69007  0.317
H: 1.43248 2.44852 -0.33967  0.308
O: 1.96655 3.21902 -0.09993  -0.695
H: 0.62658 -1.09892 -1.13715  0.513
H: 1.98923 -0.96819 -1.74057  0.278
O: 1.06395 -0.96288 -2.00753  -0.737
H: -1.72626 0.12042 -2.97506  0.284
H: -0.14328 0.23176 -2.97128  0.311
O: -0.98192 0.70130 -2.81379  -0.628